(1)
Molecular formula: C29H46BN8O2S3W
Method: DFT, wB97M-V/def2-TZVPD

Summary:
**Multiplicity**: 2
**Calculated total energy**: -3007.7149 Eh
**Orbital gap (alpha / beta)**: 4.956 / 4.872 eV
**HOMO (alpha / beta)**: -6.432 / -6.268 eV

```
90
Properties=species:S:1:pos:R:3:forces:R:3:mulliken_charge:R:1
C 2.4425 -1.8906 -3.6423 0.0 0.0 0.1 -1.8534
H -0.1523 0.3855 2.7151 0.1 0.0 -0.1 0.4599
C -2.9576 0.0847 -0.5365 -0.1 0.0 0.0 -0.4881
C -0.9968 2.2073 -5.0685 0.1 0.1 0.0 -1.5658
H -2.1168 5.0178 2.3996 -0.1 -0.1 0.0 0.6920
C -2.2796 -1.2380 -0.5914 0.1 -0.1 -0.1 0.5726
H -1.6122 0.0040 1.8308 0.0 0.0 -0.2 0.3390
N 1.6726 -1.6660 1.0131 0.2 0.2 0.2 -0.5126
N -0.1451 -5.6822 -0.7024 -0.3 -0.1 0.1 -1.1382
C 2.5580 0.6374 -3.1273 -0.1 0.0 0.1 -0.8351
C -0.2435 5.1472 1.3149 0.0 0.1 0.1 -0.0895
N -0.9552 -1.4436 -0.4814 -0.4 -0.3 -0.3 0.3086
H 2.8713 -3.3971 3.5128 0.0 0.0 0.0 0.4876
H -2.1775 4.3544 0.7318 -0.1 0.0 0.0 0.3965
N -0.7485 -2.7778 -0.6627 -0.1 -0.3 -0.1 0.7594
H 1.6112 -4.8367 1.5671 0.0 0.0 -0.1 0.4651
H 2.5111 -7.5912 -0.9580 0.0 0.0 0.0 0.4331
C 1.9325 -2.9598 -2.9439 0.0 0.1 -0.1 0.0197
H -3.9513 -0.0264 -0.1004 0.0 0.0 0.0 0.4162
H 3.1309 -0.7794 3.9013 0.0 0.0 0.0 0.4069
C -0.4364 6.5803 0.8270 0.0 -0.2 0.0 -1.5223
C 2.4056 -3.0360 2.6133 0.0 0.1 0.0 -1.6331
H -3.8979 3.8908 4.9269 0.0 0.0 0.0 0.3086
C -1.5674 4.4707 1.6314 0.4 -0.4 0.0 -1.2021
H 1.8754 -4.0001 -3.2110 0.0 0.0 0.1 0.5839
C 0.4013 -6.8835 -0.7134 0.1 0.2 -0.1 0.5996
H -1.7534 2.9936 -5.1188 0.0 0.0 0.0 0.3339
C 2.2505 1.2024 0.1416 0.4 0.4 0.1 0.7857
C 1.7988 -6.7863 -0.9020 0.0 0.0 0.0 -1.2361
C -2.9150 -2.4518 -0.8553 0.0 0.1 0.0 -1.8387
S -0.3410 2.1578 -0.9667 1.3 -1.6 -0.7 -0.0366
W 0.6184 -0.0348 0.0207 -1.2 1.7 -0.4 1.7941
H -3.0713 0.4654 -1.5547 0.1 0.0 0.0 0.2039
H -3.3309 1.6160 2.1018 0.0 0.0 0.0 0.0796
C -0.8541 1.6539 -3.6711 -0.3 -1.1 -0.2 1.0018
H -1.4828 -7.8451 -0.5402 0.0 0.0 0.0 0.3285
H 0.3376 4.2370 -3.5662 0.0 0.1 0.0 0.2889
C -3.0007 2.4251 2.7549 0.3 -0.2 -0.2 -0.9579
N 1.6034 -1.1683 -1.7060 -0.2 0.3 0.3 -0.7691
H 0.3704 5.1458 2.2177 0.0 -0.1 0.0 0.4892
C -0.4276 -8.1087 -0.5171 0.1 0.1 0.0 -1.2860
O 1.5555 1.5725 1.1070 0.0 -0.4 0.3 -0.3159
H -3.9676 -2.6044 -1.0131 0.0 0.0 0.0 0.5277
C -3.0748 2.0099 4.2177 0.1 0.2 0.1 -0.3076
B 0.6977 -3.2946 -0.6812 -0.1 0.3 0.2 0.2278
H 2.0476 1.3055 -2.4353 0.0 0.1 -0.1 -0.2461
S -1.2360 2.7741 2.2437 -1.1 0.8 -0.1 1.0305
C -0.5462 -0.2244 1.8976 0.2 0.0 0.1 -1.5142
C 2.0420 -5.4418 -0.9914 0.0 0.0 0.0 -0.2988
H 0.2802 4.5562 0.5606 0.1 0.0 0.0 -0.0459
O -0.4546 2.9508 3.4899 0.5 -0.1 0.5 -0.7361
H -0.0509 2.6328 -5.4182 0.0 0.1 0.0 0.2922
H 2.8906 -1.8927 -4.6199 0.0 0.0 0.0 0.4957
H -0.3750 4.5591 -1.9777 0.0 0.1 -0.1 0.2415
H 2.0971 0.2909 2.9389 0.0 0.0 0.1 0.1510
H -3.1833 2.8887 6.1937 0.0 0.0 0.0 0.4024
H -0.9564 7.1771 1.5783 0.0 0.0 0.0 0.3959
N 0.8543 -4.7891 -0.8808 0.2 -0.1 -0.1 0.5686
N 1.4485 -2.5079 -1.7761 0.1 -0.4 -0.2 0.9929
H 4.2779 1.0605 -0.5269 0.0 0.0 -0.1 0.3113
C -3.0727 3.2131 5.1583 0.0 -0.1 0.0 -1.2600
H 2.2579 0.8773 -4.1473 -0.1 0.0 0.0 0.3498
C 2.8385 -0.5028 2.8906 -0.1 0.0 0.0 -1.1775
H 3.6360 0.7922 -3.0506 0.0 0.0 0.0 0.2958
C 2.2100 -0.7787 -2.8270 0.1 0.0 -0.1 0.4830
H 3.7188 -0.1123 2.3755 0.0 0.0 0.0 0.1716
H -1.0320 6.5964 -0.0879 0.0 0.1 0.0 0.3124
N 1.3613 -2.9370 0.6768 0.1 -0.2 0.1 1.0399
H -2.2106 1.3834 4.4493 -0.1 -0.1 0.0 0.2060
H -1.4114 4.3704 -3.4046 0.0 0.1 0.0 0.3781
H 4.0127 2.1997 0.8239 -0.1 0.0 0.0 0.5098
H -2.3884 0.8153 0.0254 0.0 0.0 0.1 -0.5357
H -0.4991 -1.2628 2.2478 0.0 0.0 -0.2 0.4326
C -0.5068 4.0120 -2.9088 -0.1 0.0 0.0 -1.7030
H -1.2832 1.4031 -5.7389 0.0 0.0 0.0 0.4448
H -1.9362 -4.4562 -1.0490 0.0 0.0 0.0 0.6244
H -0.2018 -8.5564 0.4516 0.0 -0.1 0.0 0.2537
C -0.5783 2.5291 -2.6282 -0.2 0.5 1.2 0.0051
C 2.3106 -1.7074 2.1917 0.1 -0.1 0.0 0.7406
H 2.9650 -4.8978 -1.1075 0.0 0.0 0.0 0.5887
C 3.5984 1.7965 -0.1003 -0.1 -0.2 -0.1 -2.1880
H 0.5247 7.0512 0.6211 0.0 0.0 0.0 0.3810
H -0.2218 -8.8424 -1.2958 0.0 -0.1 0.0 0.3395
H -3.6104 3.3079 2.5631 0.0 0.0 0.0 0.6741
C -1.9162 -3.3950 -0.8972 0.0 0.2 0.0 0.0231
H -3.9767 1.4141 4.3766 0.0 0.0 -0.1 0.4998
S -1.0555 -0.0016 -3.4833 0.1 0.2 0.1 -0.2845
C 1.7847 -3.7766 1.6309 0.0 0.1 0.1 -0.0053
H 3.4902 2.6176 -0.8125 0.0 0.0 0.0 0.3890
H -2.1310 3.7512 5.0651 0.0 0.0 0.0 0.2482
```
Forces are in eV/Å.

***

(2)
Molecular formula: C29H46BrN3P2Pt
Method: DFT, wB97M-V/def2-TZVPD

Summary:
**Multiplicity**: 5
**Calculated total energy**: -4671.3387 Eh
**Orbital gap (alpha / beta)**: 5.759 / 4.634 eV
**HOMO (alpha / beta)**: -18.649 / -19.971 eV
**Charge**: +4

```
82
Properties=species:S:1:pos:R:3:forces:R:3:mulliken_charge:R:1
H 1.6946 3.2244 3.6075 0.1 0.0 0.3 0.4298
C 1.2058 2.3630 3.1912 -0.1 -0.3 -0.1 -1.0355
C 3.8998 -2.9413 1.5565 1.5 0.2 1.1 -0.4654
N 0.2541 0.8580 1.8467 0.6 0.2 0.7 0.6008
H -0.5824 1.7353 -3.0213 0.2 -0.2 -0.2 0.2742
C 1.6941 -2.8999 0.5246 1.1 0.1 -0.6 0.3757
H 2.5480 -0.4218 -3.2339 -0.2 0.1 0.3 0.6660
Br -6.2833 -0.9028 -0.6866 1.6 -1.9 0.0 0.1760
C -4.0176 -2.1389 0.6762 2.0 -0.5 0.4 -0.4629
C -3.1094 1.2288 1.4770 0.0 0.1 0.3 0.2925
C 1.4481 3.5502 -1.6040 -0.1 0.4 0.0 -1.1018
C 2.1477 2.2045 -1.4452 0.2 -0.2 0.3 -1.3889
C -1.8164 3.1453 -0.4033 0.3 0.2 0.0 0.0950
H -3.0263 4.1144 1.1335 0.0 0.0 -0.2 0.3685
C 0.2071 0.9948 -3.2264 -0.2 0.1 0.3 -0.9803
H -1.0663 -0.7871 -3.1722 0.1 0.1 -0.1 0.0498
C -4.1204 -2.5145 -1.7457 1.5 -0.4 -0.6 -0.4616
H -5.0192 1.3459 2.4718 0.1 0.1 -0.2 0.4611
H 1.6452 -4.0330 -1.3474 0.4 -0.1 0.1 0.5694
H -5.0760 2.0494 -1.1833 0.2 0.0 -0.3 0.3470
C 3.6605 -0.5158 -1.3810 0.2 -0.2 0.1 -1.3710
H -1.0752 -0.5080 4.6173 0.1 -0.3 -0.4 0.5461
C 1.0031 2.0450 1.8880 -0.5 -0.6 0.6 -0.2476
H 0.6045 1.2859 4.9568 0.0 0.2 -0.3 0.2483
C -2.7686 -2.8678 -1.7462 -1.2 0.2 -0.4 -0.6206
P 1.1064 0.6930 -1.6470 1.1 0.8 -1.5 1.2760
H 1.3244 2.5252 0.9763 -0.1 0.1 0.3 0.0309
H -0.8624 3.3209 0.1127 -0.3 0.0 -0.1 0.1403
H -3.8246 4.0096 -0.4578 0.2 0.1 0.1 0.3000
H 1.8761 -1.5592 -2.0626 0.1 0.2 -0.1 0.1099
H -4.9928 1.2061 -2.7321 0.2 0.2 0.1 0.4606
C -0.3675 -0.2765 -3.8493 -0.1 0.0 -0.3 -1.0569
H -0.9142 -0.0166 -4.7668 0.1 -0.2 0.3 0.4261
H -0.1507 -2.2437 1.4353 -0.1 -0.3 -0.2 -0.1228
C -3.2745 0.8360 -1.4948 -0.3 -0.2 0.0 1.8762
H 0.6616 3.5291 -2.3677 0.2 0.1 0.2 0.2739
H 2.1823 4.3044 -1.9195 -0.2 -0.2 0.1 0.4058
H 1.0157 3.9122 -0.6629 0.1 -0.1 -0.3 0.3302
C 2.5688 -2.4914 1.5708 -0.3 -0.8 -0.8 -0.2342
H -4.5622 -1.9443 1.5856 0.0 0.1 0.2 0.5335
H 4.0238 -4.6953 -1.2264 0.0 0.2 0.3 0.4421
H 4.5836 -2.6983 2.3811 -0.2 0.0 -0.3 0.4364
N 4.3940 -3.6817 0.5624 -4.2 1.3 0.0 0.1484
H 0.9250 1.4713 -3.9133 -0.1 -0.1 0.2 0.6622
H 4.3221 -1.3261 -1.7117 -0.1 0.2 0.0 0.3760
H -2.8795 0.2144 1.8441 -0.1 0.3 -0.1 -0.2570
H 0.4242 -0.9843 -4.1286 -0.2 0.2 0.0 0.3336
H -2.2893 -3.2031 -2.6676 -0.2 0.1 0.2 0.6131
C -4.6337 -1.9568 -0.5668 -2.8 0.8 -0.3 -0.4756
H -4.9065 2.4294 1.0666 0.1 -0.3 0.2 0.2964
P -2.2539 1.4250 -0.1161 -0.7 0.4 -0.5 -0.7852
H 4.1952 0.4284 -1.5420 -0.1 -0.3 0.1 0.4026
C 0.2647 -2.5729 0.4808 -0.2 -0.3 -0.2 0.2033
C 0.0372 0.4551 3.1096 0.7 1.0 -0.1 0.1521
C 3.6034 -4.0521 -0.4424 1.0 -1.1 -1.2 -0.7007
C -4.3951 1.7548 -1.9929 -0.2 0.1 -0.1 -1.5086
H 2.2184 -1.8881 2.4136 0.3 -0.2 -0.3 0.2637
C -0.6373 -0.7568 3.6359 -0.1 -0.1 0.0 -0.9665
H -1.6114 3.2339 -1.4811 -0.1 0.0 0.2 0.4336
H -0.1414 -2.9278 -1.6233 0.1 -0.2 0.3 0.3537
H 2.6461 2.1360 -0.4665 0.0 0.0 -0.3 0.7220
N 0.6153 1.3553 3.9410 -0.1 0.1 -0.6 0.0101
C 2.3487 -0.5703 -2.1603 -0.1 -0.3 0.1 -0.5559
H -2.6161 0.5183 -2.3195 -0.1 0.3 0.3 -0.0157
H -5.1144 0.6671 0.8462 0.3 0.5 0.3 -0.1094
Pt -0.4073 0.1619 0.0117 0.7 -1.0 0.0 1.5897
C -2.0027 -2.7528 -0.5547 0.6 0.2 -0.2 0.2142
H -4.0011 2.6551 -2.4814 -0.1 -0.2 0.1 0.3997
H 3.4937 -0.6485 -0.3045 0.1 0.2 -0.1 0.2697
H -2.6221 1.9334 2.1698 -0.1 -0.2 -0.2 0.5345
H -4.7491 -2.5951 -2.6295 0.2 0.1 0.1 0.4552
H -1.4334 -1.0813 2.9492 0.2 0.1 0.4 -0.0003
H 0.0992 -1.5712 3.7757 -0.4 0.3 0.0 0.2464
C 2.2564 -3.6681 -0.5253 0.4 0.3 1.3 -0.2429
H -2.5116 5.1625 -0.1931 -0.1 -0.2 0.1 0.4772
H -2.1596 -2.7068 1.6120 -0.2 0.0 0.0 1.1621
H -3.7081 -0.0870 -1.0981 0.2 0.3 -0.2 -1.6176
C -0.5529 -2.7793 -0.6254 -0.3 0.2 0.8 0.1412
C -4.6210 1.4421 1.4522 -0.4 -0.1 0.1 -0.9819
C -2.6795 -2.5533 0.6735 -1.8 0.5 0.5 -0.3681
C -2.8656 4.1551 0.0509 -0.2 0.3 0.0 -1.5107
H 2.9517 2.1217 -2.1925 -0.3 -0.2 0.1 0.6429
```
Forces are in eV/Å.

***

The records above give, respectively, energy above the lowest of the compared OMol25 structures with the same formula, charge and spin values of 47.7, 0.0 kcal/mol.